Entry 1:
115
Properties=species:S:1:pos:R:3:mulliken_charge:R:1 method="wB97M-V/def2-TZVPD" charge=0 e_lumo_ev="-0.4 / -0.4" largest_force_ev_per_a=1.953 e_above_lowest_ev=0.000 e_homo_ha="-0.22552 / -0.20221" multiplicity=2 s_squared=0.7621 total_energy_ha=-6098.6374
Fe -0.547 -0.507 0.425 0.899
Cl 3.701 -1.064 7.201 -0.259
S -1.368 5.126 -0.743 0.035
S -4.820 -6.408 -0.086 -0.209
Si 2.716 1.605 1.222 1.056
Si 2.707 -1.994 -0.381 1.148
Si 2.553 0.338 -0.754 -0.170
Si 3.989 1.052 -2.473 1.389
O 0.950 0.757 -1.372 -0.916
O -1.791 -0.249 5.270 -0.601
O -1.245 -0.988 2.620 -0.675
O -0.973 1.145 2.084 -0.791
O -1.042 -0.708 -6.887 -0.511
O -0.087 -1.157 -1.789 -0.448
O -0.576 1.484 -7.441 -0.507
N -2.235 -1.900 -0.023 0.746
N -2.070 0.748 -0.412 1.239
C 5.768 0.778 -1.944 -1.217
C -2.285 -6.244 -0.007 -0.337
C -0.602 -0.031 -5.784 0.624
C -2.030 6.698 -0.750 -0.454
C 4.518 -2.247 0.069 -1.290
C 1.706 -2.562 1.112 -0.373
C 0.012 0.425 6.689 1.022
C -3.390 -5.444 -0.055 0.431
C 1.561 -1.669 5.649 -0.547
C 2.073 -0.823 6.619 0.246
C 2.331 -3.183 -1.776 -1.153
C -3.087 2.920 -0.592 0.353
C 1.313 0.207 7.140 -0.639
C -3.896 5.344 -0.613 -0.556
C -1.902 0.695 4.210 -0.781
C -0.321 1.284 -6.125 1.103
C -5.733 0.269 -0.523 -1.063
C -3.930 -7.866 -0.037 -0.364
C 3.778 2.892 -2.804 -1.234
C -4.462 0.946 -0.501 0.795
C 0.058 0.411 -3.568 -0.013
C -2.923 4.387 -0.645 0.619
C -3.387 6.670 -0.673 -0.612
C 0.268 -1.464 5.196 -0.203
C 1.634 3.119 1.271 -0.800
C 0.289 -0.076 -2.189 -0.112
C 2.353 0.572 2.738 -0.487
C -5.808 -1.073 -0.421 -1.188
C 0.332 1.724 -3.907 -0.089
C -0.812 1.553 7.254 -1.729
C -0.497 -0.424 5.707 -0.091
C -4.619 -1.872 -0.273 0.638
C -3.296 0.193 -0.373 -0.706
C -3.381 -1.234 -0.213 -0.604
C -3.452 -3.970 -0.081 0.938
C -1.331 0.233 2.875 0.761
C -0.439 -0.499 -4.515 -0.960
C -4.631 -3.272 -0.204 -0.798
C 3.667 0.058 -4.045 -1.138
C -1.975 2.055 -0.519 -0.214
C -2.268 -3.210 0.030 -1.050
C 4.527 2.113 1.329 -1.333
C -0.992 0.217 -7.974 -0.263
C -2.593 -7.633 0.004 -0.598
C 0.138 2.194 -5.209 -1.603
C -4.331 2.337 -0.602 -0.862
H -4.952 5.117 -0.534 0.370
H 1.713 -3.656 1.163 0.592
H -5.580 -3.797 -0.250 0.424
H 2.777 3.246 -2.538 0.240
H -6.632 0.865 -0.630 0.438
H 0.339 3.221 -5.485 0.467
H 2.806 -2.895 -2.720 0.335
H 4.689 -3.273 0.412 0.441
H 3.134 -0.173 2.920 0.442
H 6.460 1.011 -2.760 0.412
H -2.967 0.886 4.077 0.308
H 4.834 -1.568 0.870 0.295
H 5.172 -2.073 -0.792 0.248
H 1.728 0.845 7.913 0.455
H 0.646 -2.282 1.096 -0.191
H -0.645 1.649 8.328 0.506
H -1.315 -3.702 0.190 0.201
H 3.943 3.126 -3.860 0.450
H -4.007 7.557 -0.661 0.402
H -6.768 -1.576 -0.445 0.449
H 0.690 2.395 -3.138 0.592
H -1.411 1.634 4.475 0.242
H -0.965 2.450 -0.556 -0.472
H 1.925 3.727 2.132 0.537
H 2.707 -4.172 -1.500 0.476
H 1.708 3.738 0.371 0.254
H -0.267 -0.120 -8.713 0.259
H 2.123 -2.179 2.046 0.018
H 1.393 0.057 2.655 -0.482
H 4.748 2.544 2.312 0.449
H 6.021 1.421 -1.095 0.263
H 2.299 1.223 3.617 0.407
H 1.256 -3.249 -1.950 0.162
H -1.376 7.556 -0.803 0.416
H -4.450 -8.812 -0.031 0.438
H -0.167 -2.090 4.431 0.565
H 4.493 3.469 -2.211 0.368
H -1.849 -8.418 0.043 0.378
H -1.979 0.317 -8.420 0.255
H 5.188 1.251 1.187 0.257
H 5.946 -0.257 -1.639 0.267
H 3.291 0.700 -4.847 0.365
H 2.923 -0.729 -3.887 0.101
H -5.223 2.947 -0.692 0.374
H -1.274 -5.860 0.009 0.461
H 2.165 -2.475 5.255 0.425
H 0.591 2.815 1.407 -0.072
H 4.785 2.860 0.569 0.294
H -0.657 -1.522 -4.233 0.571
H 4.587 -0.423 -4.391 0.424
H -1.873 1.384 7.077 0.355
H -0.538 2.504 6.791 0.280



Entry 2:
18
Properties=species:S:1:pos:R:3:mulliken_charge:R:1 method="wB97M-V/def2-TZVPD" charge=0 e_lumo_ev=0.1 largest_force_ev_per_a=5.474 e_above_lowest_ev=5.002 e_homo_ha=-0.35386 multiplicity=1 total_energy_ha=-493.2630
O -2.396 -0.323 2.518 -0.464
O 2.867 2.287 -0.638 -0.555
N 3.821 0.309 -0.368 -0.594
N -1.477 -1.399 0.180 -0.408
C -1.627 0.356 1.890 -0.090
C 0.316 0.202 0.391 -0.100
C -1.130 -0.040 0.501 0.042
C -1.452 -1.707 -1.239 -0.875
C 1.498 0.434 0.263 0.614
C 2.829 0.934 0.085 -0.014
H 2.096 2.785 -0.341 0.285
H -1.623 0.709 -0.165 0.304
H 4.220 1.139 -1.092 0.365
H -1.786 -2.741 -1.387 0.323
H -2.102 -1.040 -1.837 0.311
H -2.377 -1.616 0.597 0.246
H -1.250 1.329 2.269 0.341
H -0.426 -1.620 -1.626 0.269



Entry 3:
49
Properties=species:S:1:pos:R:3:mulliken_charge:R:1 method="wB97M-V/def2-TZVPD" charge=-2 e_lumo_ev="5.0 / 5.0" largest_force_ev_per_a=0.501 e_above_lowest_ev=0.106 e_homo_ha="-0.07593 / -0.07704" multiplicity=2 s_squared=0.7804 total_energy_ha=-2875.9521
Co -0.251 -0.515 -0.291 0.412
O 1.519 -2.179 2.795 -0.789
O -3.932 -2.017 -0.486 -0.757
O -0.040 -1.460 1.367 -0.510
O -1.724 -1.737 -0.703 -0.720
O -1.888 0.749 0.215 -0.698
O 3.313 1.661 0.216 -0.822
O -4.084 0.793 -0.246 -0.760
N -0.613 0.671 -4.903 -0.716
N -2.178 2.315 -4.416 -0.543
N 1.273 -3.179 -1.226 -0.572
N 0.176 2.935 -0.569 -0.549
N 0.256 -3.616 -0.457 0.260
N 1.475 0.295 0.170 0.365
N -0.369 0.109 -2.193 0.907
C 0.360 -0.563 -3.105 -0.271
C 2.153 1.388 -0.166 0.634
C -2.922 -1.331 -0.438 0.375
C 3.691 -3.583 -1.358 -1.295
C 2.344 -3.816 -0.757 0.625
C -1.197 1.045 -2.616 -0.217
C -1.317 1.318 -3.988 0.083
C 2.137 -0.531 1.172 -0.528
C 1.150 -1.475 1.853 0.456
C 1.442 2.403 -1.070 -0.690
C 0.656 -4.434 0.524 0.802
C -0.257 -4.796 1.641 -1.322
C 2.006 -4.629 0.337 -1.073
C -3.003 0.219 -0.103 0.582
C 0.227 -0.267 -4.438 -0.542
H 4.452 -3.516 -0.578 0.320
H 2.619 0.087 1.935 0.467
H 2.674 -5.190 0.970 0.309
H 0.361 3.439 0.292 0.327
H -1.768 1.580 -1.873 0.392
H 0.803 -0.812 -5.177 0.382
H -2.482 2.202 -5.369 0.261
H -2.920 2.532 -3.769 0.269
H 1.293 1.955 -2.055 0.103
H -0.356 -3.922 2.289 0.213
H 2.936 -1.150 0.743 0.095
H 0.154 -5.621 2.224 0.402
H -0.449 2.182 -0.286 0.191
H -1.247 -5.076 1.278 0.327
H 3.981 -4.392 -2.037 0.351
H 2.146 3.226 -1.206 0.391
H 3.695 -2.648 -1.918 0.288
H 0.995 -1.350 -2.716 0.331
H -0.638 -3.120 -0.526 0.453



Entry 4:
99
Properties=species:S:1:pos:R:3:mulliken_charge:R:1 method="wB97M-V/def2-TZVPD" charge=0 e_lumo_ev=-0.2 largest_force_ev_per_a=1.656 e_homo_ha=-0.33170 multiplicity=1 total_energy_ha=-4650.0112
I -4.386 2.218 -0.190 -0.027
P 1.128 0.912 1.575 0.592
Si -0.896 1.857 1.181 0.117
Si -3.619 0.870 1.692 0.364
F -3.233 5.995 2.555 -0.258
F -1.091 6.048 2.852 -0.256
F -1.905 6.306 0.812 -0.272
O 1.446 1.143 3.131 -0.501
O 4.636 -7.040 -3.606 -0.567
O 1.195 -3.115 -3.539 -0.546
O -1.966 0.868 1.913 -0.056
O 2.226 1.822 0.803 -0.484
O 1.075 -4.660 -2.054 -0.494
O 6.745 1.762 -2.852 -0.544
O -7.015 0.460 -1.612 -0.490
O 4.029 -1.799 -1.231 -0.459
O -2.208 -1.081 -0.387 -0.486
O 1.105 9.103 4.210 -0.526
O -2.299 -2.715 0.999 -0.588
O 7.132 -10.260 0.115 -0.495
O -6.327 0.960 -3.582 -0.520
O 5.135 3.051 -3.451 -0.544
O -9.890 4.276 -3.949 -0.512
O 6.035 -11.546 -1.208 -0.530
O -3.558 10.233 5.052 -0.557
O -2.066 4.275 1.830 -0.158
O -10.741 4.007 -1.990 -0.498
O -1.910 11.084 3.971 -0.550
O 2.025 -6.367 3.404 -0.577
O 2.978 -6.071 1.506 -0.534
O 3.016 9.457 3.298 -0.530
O 6.605 -7.557 -2.934 -0.529
O 2.884 -2.998 0.129 -0.331
N 5.408 -7.682 -2.918 0.905
N -10.776 4.402 -3.132 0.851
N 2.089 -5.864 2.307 0.944
N 3.925 -2.642 -0.365 0.736
N -7.160 0.961 -2.704 0.848
N 5.581 2.088 -2.870 0.921
N -1.936 -2.205 -0.038 1.037
N 6.438 -11.221 -0.110 0.870
N -2.618 10.155 4.299 0.953
N 1.490 -4.200 -3.099 0.942
N 1.919 9.810 3.659 0.859
N 1.142 -0.592 1.232 -0.402
C -2.053 5.629 2.007 0.909
C -2.285 8.826 3.720 -0.764
C 0.997 -4.929 1.921 -0.374
C -12.015 5.110 -3.556 -0.704
C 4.632 1.226 -2.113 -0.653
C -0.827 3.574 1.952 -0.631
C 5.180 -3.274 0.126 -0.876
C -8.460 1.638 -2.969 -0.795
C -1.056 -2.993 -0.940 -0.802
C 4.839 -8.687 -1.981 -0.702
C 6.034 -12.081 1.036 -0.723
C 2.443 -5.031 -3.880 -0.777
C 1.512 11.222 3.417 -0.669
H -0.993 1.924 -0.285 -0.014
H -0.895 -3.955 -0.484 0.262
H 0.992 -4.114 2.638 0.319
H -0.507 3.522 2.984 0.359
H -8.437 2.038 -3.971 0.317
H 1.292 11.663 4.383 0.260
H 6.464 -11.667 1.938 0.308
H 0.618 11.200 2.803 0.270
H 4.689 0.227 -2.529 0.292
H -12.132 5.970 -2.905 0.282
H -1.271 8.588 4.024 0.270
H 5.657 -3.749 -0.725 0.338
H 2.329 11.730 2.922 0.318
H 2.605 -5.949 -3.343 0.294
H 1.617 2.075 3.308 0.308
H 0.065 -5.484 1.966 0.331
H -2.989 8.095 4.094 0.365
H 1.822 2.193 0.015 0.322
H -0.040 4.099 1.415 0.374
H 3.638 1.640 -2.222 0.247
H 1.199 -4.568 0.924 -0.098
H 4.949 -12.080 1.074 0.295
H 6.407 -13.080 0.837 0.281
H -8.572 2.422 -2.232 0.334
H 1.854 -0.794 0.542 0.051
H -11.901 5.406 -4.590 0.312
H 4.949 1.225 -1.076 0.282
H -2.353 8.918 2.641 0.282
H -4.246 1.360 2.930 -0.160
H 5.248 -9.653 -2.248 0.270
H 3.363 -4.465 -3.980 0.265
H 1.998 -5.210 -4.854 0.320
H 3.761 -8.669 -2.082 0.309
H -0.132 -2.437 -1.044 0.330
H 4.917 -3.997 0.888 0.290
H -1.556 -3.084 -1.898 0.259
H -4.017 -0.507 1.433 -0.187
H 5.150 -8.401 -0.981 0.296
H -9.237 0.889 -2.851 0.297
H -12.842 4.420 -3.427 0.278
H 5.807 -2.482 0.522 0.318



Entry 5:
16
Properties=species:S:1:pos:R:3:mulliken_charge:R:1 method="wB97M-V/def2-TZVPD" charge=0 e_lumo_ev=0.8 largest_force_ev_per_a=8.690 e_above_lowest_ev=5.420 e_homo_ha=-0.33027 multiplicity=1 total_energy_ha=-420.8569 smiles="OC[C@@H]1OC=CCO1"
O 0.111 1.328 -0.073 -0.348
O -2.569 -0.055 -0.646 -0.557
O 0.147 -0.855 -0.532 -0.488
C -0.499 0.040 0.502 0.066
C -2.001 -0.027 0.671 -0.296
C 1.521 -1.185 0.083 -0.335
C 1.510 1.114 -0.107 -0.150
C 2.242 -0.023 -0.019 -0.232
H 3.305 -0.086 0.326 0.292
H 1.840 -2.044 -0.537 0.286
H -2.371 0.725 1.313 0.350
H 1.214 -1.880 1.146 0.209
H -2.239 -1.186 1.069 0.229
H 1.958 2.131 -0.392 0.325
H -1.775 -0.410 -1.349 0.397
H -0.086 -0.109 1.649 0.252



Entry 6:
13
Properties=species:S:1:pos:R:3:mulliken_charge:R:1 method="wB97M-V/def2-TZVPD" charge=0 e_lumo_ev=0.5 largest_force_ev_per_a=1.261 e_above_lowest_ev=0.050 e_homo_ha=-0.33794 multiplicity=1 total_energy_ha=-697.0242 smiles="[H]/N=C(/N)S/C(N)=N/[H]"
S 0.152 -1.093 -0.469 -0.329
N -2.379 -0.740 0.085 -0.481
N 2.698 -0.910 0.341 -0.675
N 1.773 1.068 -0.442 -0.496
N -1.031 1.208 0.034 -0.712
C -1.198 -0.058 -0.030 0.738
C 1.687 -0.244 -0.062 0.494
H -2.386 -1.747 0.014 0.199
H 2.438 -1.881 0.593 0.255
H -3.277 -0.269 -0.117 0.218
H -1.904 1.632 0.341 0.199
H 0.882 1.534 -0.318 0.315
H 2.545 1.499 0.030 0.276



What did the second record say?
18
Properties=species:S:1:pos:R:3:mulliken_charge:R:1 method="wB97M-V/def2-TZVPD" charge=0 e_lumo_ev=0.1 largest_force_ev_per_a=5.474 e_above_lowest_ev=5.002 e_homo_ha=-0.35386 multiplicity=1 total_energy_ha=-493.2630
O -2.396 -0.323 2.518 -0.464
O 2.867 2.287 -0.638 -0.555
N 3.821 0.309 -0.368 -0.594
N -1.477 -1.399 0.180 -0.408
C -1.627 0.356 1.890 -0.090
C 0.316 0.202 0.391 -0.100
C -1.130 -0.040 0.501 0.042
C -1.452 -1.707 -1.239 -0.875
C 1.498 0.434 0.263 0.614
C 2.829 0.934 0.085 -0.014
H 2.096 2.785 -0.341 0.285
H -1.623 0.709 -0.165 0.304
H 4.220 1.139 -1.092 0.365
H -1.786 -2.741 -1.387 0.323
H -2.102 -1.040 -1.837 0.311
H -2.377 -1.616 0.597 0.246
H -1.250 1.329 2.269 0.341
H -0.426 -1.620 -1.626 0.269